No. 1
The following is a quantum chemistry calculation of C37H33HfN7O3Se4 as an isolated structure, from the Open Molecules 2025 dataset.

Structure (XYZ):
```
85
Properties=species:S:1:pos:R:3:lowdin_charge:R:1
Hf 0.189 -0.151 -0.661 1.65
C 1.199 -3.256 -3.439 0.01
C 0.216 -2.327 -2.798 -0.45
O 0.486 -1.975 -1.570 -0.24
C -0.934 -1.951 -3.441 -0.09
C -2.010 -1.326 -2.752 -0.36
C -3.382 -1.418 -3.343 -0.01
N -1.791 -0.760 -1.587 -0.10
N -2.919 -0.624 -0.783 0.10
C -2.544 -0.548 0.445 -0.43
O -1.266 -0.473 0.775 -0.26
C -3.551 -0.702 1.520 -0.15
C -3.150 -0.715 2.851 -0.05
C -4.081 -0.896 3.864 -0.07
C -5.421 -1.066 3.552 -0.08
C -5.827 -1.053 2.221 -0.07
C -4.900 -0.876 1.210 -0.03
H 2.209 -2.855 -3.344 0.08
H 1.178 -4.216 -2.919 0.10
H 0.967 -3.417 -4.489 0.09
H -1.115 -2.318 -4.440 0.12
H -3.319 -1.168 -4.402 0.09
H -3.763 -2.438 -3.266 0.10
H -4.072 -0.752 -2.838 0.07
H -2.105 -0.571 3.087 0.04
H -3.758 -0.896 4.897 0.11
H -6.148 -1.211 4.340 0.11
H -6.872 -1.188 1.974 0.11
H -5.207 -0.867 0.173 0.11
Se 0.310 0.614 3.391 0.71
Se -0.726 2.500 4.233 0.71
C -2.383 2.578 3.236 -0.67
C -3.554 2.712 3.970 -0.11
C -4.745 2.824 3.270 -0.05
C -4.716 2.783 1.886 -0.04
C -3.491 2.637 1.257 -0.13
N -2.338 2.539 1.918 0.05
C 1.671 1.404 2.270 -0.61
C 2.690 2.061 2.946 -0.11
C 3.703 2.682 2.234 -0.03
C 3.644 2.636 0.856 -0.02
C 2.603 1.947 0.261 -0.16
N 1.638 1.303 0.929 -0.04
H -3.528 2.712 5.051 0.10
H -5.683 2.926 3.801 0.12
H -5.624 2.854 1.304 0.11
H -3.424 2.591 0.175 0.11
H 2.669 2.086 4.026 0.10
H 4.505 3.196 2.747 0.12
H 4.380 3.120 0.230 0.12
H 2.522 1.949 -0.817 0.00
Se 0.142 0.938 -3.248 0.78
Se 2.852 1.821 -3.289 0.70
C 3.424 0.185 -2.516 -0.71
C 4.642 -0.315 -2.997 -0.12
C 5.197 -1.440 -2.435 -0.05
C 4.501 -2.075 -1.414 -0.06
C 3.289 -1.555 -1.023 -0.15
N 2.738 -0.436 -1.535 -0.03
C -0.355 2.449 -2.245 -0.70
C -0.819 3.641 -2.786 -0.08
C -1.063 4.697 -1.929 -0.04
C -0.822 4.540 -0.568 -0.04
C -0.377 3.318 -0.109 -0.14
N -0.167 2.279 -0.926 -0.08
H 5.127 0.205 -3.810 0.09
H 6.144 -1.826 -2.788 0.12
H 4.879 -2.970 -0.941 0.11
H 2.709 -2.053 -0.264 0.09
H -0.957 3.722 -3.855 0.11
H -1.427 5.641 -2.314 0.12
H -0.979 5.350 0.129 0.11
H -0.183 3.156 0.940 0.09
O 1.209 -1.394 1.002 -0.27
N 0.832 -2.233 1.938 -0.17
C 1.578 -2.308 3.056 -0.05
C 1.222 -3.160 4.076 -0.02
C 0.085 -3.945 3.949 -0.03
C -0.652 -3.865 2.779 -0.01
C -0.257 -3.007 1.775 0.01
H 2.439 -1.657 3.074 0.14
H 1.836 -3.195 4.963 0.12
H -0.215 -4.611 4.745 0.12
H -1.536 -4.468 2.627 0.13
H -0.768 -2.890 0.835 0.14
```

The spin multiplicity is 2. Its expectation value of S² is 0.7563. The value obtained for the orbital gap (spin up / spin down) is 6.231 / 6.923 eV. The total charge is +1.

***

No. 2
The following is a quantum chemistry calculation of C37H33InO2P2 as an isolated structure, from the Open Molecules 2025 dataset.

Structure (XYZ):
```
75
Properties=species:S:1:pos:R:3:lowdin_charge:R:1
C -3.874 0.008 -1.740 -0.11
C -2.809 0.709 -2.336 -0.36
C -2.562 0.595 -3.717 -0.05
C -3.438 -0.167 -4.486 -0.05
C -4.573 -0.747 -3.914 -0.05
C -4.790 -0.656 -2.546 -0.10
P -1.756 1.666 -1.189 1.03
C -0.975 2.955 -2.201 -0.35
C 0.299 2.773 -2.777 -0.08
C 0.784 3.710 -3.689 -0.04
C 0.047 4.859 -3.985 -0.03
C -1.183 5.080 -3.348 -0.04
C -1.702 4.124 -2.473 -0.06
In -0.398 -0.155 -0.055 0.93
P -0.786 -2.589 -0.381 1.04
C -0.956 -2.818 -2.207 -0.34
C -2.048 -3.513 -2.744 -0.11
C -2.237 -3.613 -4.120 -0.06
C -1.291 -3.088 -5.002 -0.04
C -0.190 -2.403 -4.485 -0.04
C -0.022 -2.258 -3.103 -0.09
C 0.711 -3.505 0.187 -0.34
C 1.213 -3.315 1.496 -0.09
C 2.345 -4.014 1.920 -0.05
C 2.965 -4.944 1.075 -0.03
C 2.543 -5.042 -0.259 -0.04
C 1.428 -4.327 -0.705 -0.06
C -2.219 -3.064 0.650 -0.37
C -2.920 -2.113 1.427 -0.12
C -4.070 -2.487 2.127 -0.05
C -4.538 -3.801 2.083 -0.04
C -3.802 -4.763 1.387 -0.04
C -2.641 -4.411 0.691 -0.08
C -2.836 2.493 0.047 -0.37
C -4.180 2.802 -0.240 -0.09
C -5.015 3.321 0.755 -0.04
C -4.532 3.553 2.047 -0.04
C -3.195 3.264 2.332 -0.06
C -2.346 2.764 1.343 -0.10
H 0.736 -2.606 2.180 0.11
H 2.745 -3.843 2.924 0.12
H 3.771 -5.586 1.448 0.13
H 3.078 -5.690 -0.955 0.12
H 1.112 -4.382 -1.746 0.11
H -2.752 -3.963 -2.055 0.04
H -3.133 -4.105 -4.501 0.12
H -1.411 -3.224 -6.080 0.13
H 0.540 -1.975 -5.171 0.12
H 0.823 -1.683 -2.717 0.10
H -2.550 -1.079 1.511 0.07
H -4.600 -1.737 2.719 0.12
H -5.473 -4.064 2.583 0.13
H -4.132 -5.802 1.379 0.12
H -2.045 -5.170 0.181 0.12
H -4.578 2.620 -1.237 0.12
H -6.050 3.552 0.507 0.12
H -5.184 3.954 2.825 0.12
H -2.797 3.438 3.336 0.12
H -1.298 2.558 1.584 0.10
H 0.898 1.899 -2.509 0.09
H 1.749 3.529 -4.165 0.12
H 0.425 5.581 -4.707 0.12
H -1.746 5.991 -3.542 0.12
H -2.677 4.267 -2.004 0.11
H -1.691 1.070 -4.182 0.12
H -3.251 -0.319 -5.546 0.12
H -5.307 -1.289 -4.511 0.13
H -5.690 -1.154 -2.161 0.12
H -3.908 -0.015 -0.645 0.10
H -4.422 -3.287 -2.101 0.08
H -4.492 -3.120 -1.364 0.09
O 3.251 1.324 -0.611 0.09
C 2.249 0.712 -0.270 -0.51
O 1.486 0.011 -1.103 -0.25
H 1.907 0.689 0.806 0.11
```

The spin multiplicity is 1. The value obtained for the orbital gap is 6.141 eV. The total charge is +2.

***

No. 3
The following is a quantum chemistry calculation of C37H33N2O6Sn as an isolated structure, from the Open Molecules 2025 dataset.

Structure (XYZ):
```
79
Properties=species:S:1:pos:R:3:lowdin_charge:R:1
Sn -0.059 -0.007 -0.020 1.49
C -5.145 -3.479 2.241 0.04
C -4.574 -2.139 1.822 -0.52
C -5.626 -1.068 1.721 0.04
O -3.567 -1.764 2.844 0.07
C -2.351 -2.058 2.388 -0.05
C -2.542 -2.719 1.022 -0.17
O -3.817 -2.216 0.650 0.01
C -1.599 -2.684 -0.213 -0.37
O -1.361 -1.363 -0.692 -0.31
C -0.296 -3.452 0.008 -0.17
C 0.475 -3.708 -1.126 -0.02
C 1.656 -4.420 -1.037 -0.07
C 2.099 -4.885 0.197 -0.07
C 1.347 -4.633 1.331 -0.06
C 0.151 -3.927 1.233 -0.02
C -2.403 -3.426 -1.296 -0.17
C -2.581 -4.802 -1.202 -0.03
C -3.339 -5.479 -2.145 -0.06
C -3.917 -4.784 -3.200 -0.08
C -3.729 -3.415 -3.302 -0.06
C -2.977 -2.735 -2.352 -0.02
C -1.226 -0.426 2.625 -0.33
O -0.194 -0.819 1.926 -0.12
C -1.077 -0.523 4.107 -0.19
C 0.083 -1.080 4.641 0.00
C 0.228 -1.184 6.015 -0.05
C -0.786 -0.746 6.857 -0.06
C -1.947 -0.199 6.325 -0.05
C -2.097 -0.089 4.953 -0.02
C -1.892 0.821 2.086 -0.19
C -2.651 0.847 0.915 -0.10
C -3.065 2.063 0.378 -0.05
C -2.715 3.254 0.991 -0.05
C -1.941 3.235 2.146 -0.04
C -1.533 2.030 2.692 -0.01
H -5.688 -3.374 3.178 0.10
H -4.368 -4.231 2.375 0.09
H -5.832 -3.821 1.467 0.11
H -6.159 -0.988 2.667 0.10
H -6.337 -1.349 0.944 0.11
H -5.188 -0.106 1.473 0.08
H -1.737 -2.590 3.104 0.15
H -2.619 -3.788 1.275 0.16
H 0.122 -3.363 -2.092 0.14
H 2.227 -4.628 -1.934 0.11
H 3.020 -5.450 0.270 0.11
H 1.676 -4.997 2.296 0.11
H -0.415 -3.763 2.139 0.10
H -2.105 -5.361 -0.402 0.12
H -3.467 -6.550 -2.063 0.11
H -4.503 -5.311 -3.942 0.11
H -4.170 -2.867 -4.126 0.11
H -2.835 -1.666 -2.428 0.11
H 0.871 -1.409 3.976 0.12
H 1.136 -1.601 6.430 0.11
H -0.670 -0.828 7.930 0.11
H -2.737 0.142 6.981 0.11
H -3.004 0.332 4.536 0.13
H -2.920 -0.071 0.414 0.10
H -3.666 2.068 -0.523 0.12
H -3.038 4.197 0.570 0.12
H -1.651 4.162 2.621 0.12
H -0.922 2.022 3.586 0.13
O 1.411 1.328 0.897 -0.21
N 2.628 0.929 0.839 0.04
N 2.814 -0.161 0.239 -0.17
O 1.834 -0.869 -0.315 -0.19
C 4.161 -0.681 0.113 -0.15
C 4.348 -1.835 -0.626 0.00
C 5.636 -2.337 -0.752 -0.06
C 6.702 -1.691 -0.147 -0.07
C 6.487 -0.534 0.590 -0.06
C 5.212 -0.015 0.727 -0.01
H 3.507 -2.325 -1.085 0.10
H 5.800 -3.237 -1.329 0.11
H 7.704 -2.087 -0.250 0.11
H 7.319 -0.028 1.060 0.11
H 5.037 0.886 1.297 0.11
```

The spin multiplicity is 1. The value obtained for the orbital gap (spin up / spin down) is 6.339 / 5.995 eV. The total charge is +1.